DFT (wB97M-V/def2-TZVPD) results for a molecular structure, C3H5IO2 in a non-equilibrium geometry.

Summary:
Spin multiplicity   1
Total charge   0
HOMO level (spin up / spin down)   -7.289 / -7.546 eV
ΔE to the lowest compared entry with this formula, charge and spin   4.558 eV
HOMO-LUMO gap (spin up / spin down)   5.87 / 6.53 eV

Geometry as XYZ:
```
11
C3H5IO2 wB97M-V/def2-TZVPD
C -2.148 0.372 -0.198
C 0.266 -0.201 -0.113
C -0.826 0.879 -0.025
O -3.241 0.326 -0.601
O -2.687 2.891 0.553
I -4.171 2.804 -0.591
H 1.075 0.358 0.370
H 0.099 -1.141 0.428
H 0.494 -0.455 -1.232
H -0.612 1.593 -0.726
H -0.908 1.374 0.961
```

=====

DFT (wB97M-V/def2-TZVPD) results for C3H5IO3 in the gas phase in a non-equilibrium geometry.

Summary:
Spin multiplicity   3
Total charge   0
HOMO level (spin up / spin down)   -6.023 / -9.895 eV
ΔE to the lowest compared entry with this formula, charge and spin   0.000 eV
HOMO-LUMO gap (spin up / spin down)   6.49 / 6.47 eV

Geometry as XYZ:
```
12
C3H5IO3 wB97M-V/def2-TZVPD
C -0.143 -0.581 -1.563
C 0.521 0.353 0.811
C -0.553 0.462 -0.316
O -0.283 -1.729 -1.745
O 0.407 -0.565 1.783
O -1.776 0.284 0.188
I 1.426 0.557 -2.619
H 1.487 0.192 0.282
H 0.543 1.249 1.283
H -0.397 1.448 -0.710
H 0.546 -1.480 1.527
H -1.778 -0.189 1.078
```

=====

DFT (wB97M-V/def2-TZVPD) results for C3H5IO4S2 in the gas phase in a non-equilibrium geometry.

Summary:
SMILES   C[C@]1(I)OS(=O)(=O)O[C@@H]1S
Spin multiplicity   1
Total charge   0
HOMO level   -9.968 eV
HOMO-LUMO gap   9.70 eV

Geometry as XYZ:
```
15
C3H5IO4S2 wB97M-V/def2-TZVPD
C -1.061 1.547 0.667
C -0.294 0.241 0.654
I -0.813 -0.895 2.531
O 1.095 0.417 0.692
S 1.877 -0.774 -0.084
O 2.647 -1.535 0.822
O 2.456 -0.210 -1.246
O 0.564 -1.614 -0.428
C -0.567 -0.739 -0.494
S -0.675 0.114 -2.103
H -0.380 2.347 0.957
H -1.478 1.764 -0.317
H -1.871 1.525 1.390
H -1.456 -1.324 -0.283
H -0.044 -0.865 -2.759
```

=====

Number 1: DFT total energy -565.303675 hartree. Number 2: DFT total energy -640.543652 hartree. Number 3: DFT total energy -1512.309297 hartree.